(1)
154
Properties=species:S:1:pos:R:3:forces:R:3 method="wB97M-V/def2-TZVPD" energy_ha=-3181.08335 total_charge=0 homo_lumo_gap_ev=9.4 lumo_ev=0.15
C 0.634 0.412 -1.005 0.55 1.73 -1.31
C -0.847 0.340 -0.690 -0.14 0.40 -0.55
C -1.036 -1.149 -0.599 1.07 -0.79 -0.19
O 0.097 -1.760 -1.315 -0.44 -0.78 0.24
C 0.944 -0.767 -1.916 -1.09 -0.60 1.54
H 1.129 0.481 -0.036 0.67 -0.68 -0.30
H 0.936 1.289 -1.576 -0.23 0.56 0.31
H -1.471 0.775 -1.470 0.07 0.04 -0.09
H -1.061 0.858 0.246 -0.14 -0.08 -0.05
H -1.965 -1.524 -1.027 0.05 0.01 0.02
H -0.948 -1.449 0.445 -0.12 -0.33 -0.01
H 0.662 -0.731 -2.968 -0.22 0.91 -0.11
H 2.000 -1.040 -1.931 -0.04 -0.39 0.51
C 6.270 5.134 0.664 -0.13 -0.47 2.34
C 6.491 5.376 -0.794 0.58 0.28 -1.20
C 7.326 4.163 -1.225 0.37 -0.52 1.08
O 7.000 3.078 -0.297 -0.42 0.29 -1.10
C 6.682 3.651 0.958 -0.15 0.65 -0.32
H 5.278 5.274 1.093 -0.40 0.05 -0.77
H 6.838 5.786 1.327 0.48 0.14 -0.34
H 7.080 6.268 -1.007 0.19 0.12 0.35
H 5.613 5.566 -1.412 -0.34 -0.65 0.24
H 8.388 4.344 -1.058 0.20 0.42 0.04
H 7.269 3.878 -2.275 -0.59 -0.40 0.21
H 7.516 3.548 1.652 0.42 0.33 -0.10
H 5.874 3.115 1.458 -0.21 -0.24 -0.44
C -1.051 6.898 2.378 1.04 0.10 1.17
C -0.840 6.563 0.938 1.96 -0.56 -0.78
C -2.171 6.520 0.333 -0.86 0.64 -0.94
O -3.044 6.089 1.337 -0.19 -0.15 1.60
C -2.472 6.472 2.651 -0.90 0.27 -0.81
H -0.783 7.921 2.643 -0.61 0.27 -0.26
H -0.364 6.334 3.008 0.02 -0.22 -0.05
H -0.387 5.574 0.874 0.21 -0.02 -0.10
H -0.229 7.272 0.379 0.33 -0.07 0.23
H -2.249 5.914 -0.569 -0.06 -0.53 0.27
H -2.385 7.520 -0.044 -0.61 0.48 0.25
H -2.527 5.649 3.364 -0.15 -0.29 -0.41
H -3.057 7.287 3.077 -0.19 0.06 -0.16
C 1.127 -5.510 8.396 0.87 -0.12 0.93
C -0.327 -5.228 8.105 0.68 0.98 -0.17
O -0.685 -4.952 6.976 -0.32 -0.47 -0.10
N -1.190 -5.165 9.160 -0.36 0.12 0.75
C -0.967 -5.044 10.598 -0.61 -1.17 0.41
H 1.283 -6.142 9.270 -0.19 -0.30 -0.09
H 1.676 -4.611 8.676 -0.39 0.49 -0.01
H 1.734 -5.896 7.577 -0.72 -0.19 -0.26
H -2.163 -5.034 8.920 0.22 0.16 -0.45
H -1.051 -4.064 11.067 0.71 0.49 -0.67
H -0.110 -5.615 10.957 0.24 0.41 -0.24
H -1.804 -5.536 11.093 -0.16 -0.38 -0.13
C 6.356 3.195 -10.661 -1.35 0.83 0.37
C 6.419 1.847 -9.963 2.19 -0.72 -0.06
O 7.341 1.114 -10.285 -0.17 -0.49 -0.30
N 5.582 1.481 -8.955 -0.83 0.84 0.08
C 5.609 0.238 -8.181 0.44 0.08 0.51
H 7.278 3.509 -11.149 0.04 -0.68 0.18
H 6.060 4.024 -10.018 0.06 -0.05 0.47
H 5.553 3.216 -11.398 0.04 -0.35 -0.26
H 5.082 2.259 -8.548 -0.24 -0.33 0.00
H 5.277 0.472 -7.170 -0.21 0.09 -0.08
H 6.597 -0.198 -8.035 0.27 0.43 -0.45
H 4.995 -0.587 -8.541 -0.25 0.36 -0.46
C -10.341 -0.111 -4.749 -0.92 -0.25 0.43
C -9.492 1.093 -4.759 1.57 1.76 -2.90
O -9.432 1.867 -5.758 -0.33 -1.45 2.50
N -8.634 1.221 -3.728 0.92 0.24 1.75
C -7.666 2.291 -3.582 -0.87 1.52 -1.02
H -9.939 -0.861 -4.068 -0.08 -0.18 -0.24
H -10.500 -0.476 -5.764 0.21 -0.03 0.18
H -11.313 0.196 -4.362 -0.21 -0.13 0.01
H -8.648 0.683 -2.873 -0.75 -0.52 -0.58
H -8.169 3.247 -3.438 -0.39 0.16 0.04
H -7.190 2.452 -4.549 0.66 -0.30 0.28
H -7.033 2.238 -2.696 0.19 -0.81 -0.42
C 9.300 -5.111 2.151 1.21 -0.24 0.06
C 9.791 -5.863 0.919 -0.03 -3.67 1.17
O 10.182 -7.057 1.021 -0.70 2.23 0.33
N 9.643 -5.355 -0.283 0.19 2.14 -1.13
C 9.411 -3.942 -0.636 -1.17 -1.44 -0.98
H 8.458 -5.655 2.580 -0.08 0.10 -0.26
H 9.098 -4.044 2.058 -0.13 -0.18 -0.21
H 10.125 -5.251 2.849 -0.11 0.20 0.29
H 9.627 -5.968 -1.085 0.49 -0.24 0.44
H 9.786 -3.142 0.002 0.24 -0.55 0.05
H 8.327 -3.898 -0.743 -0.13 0.90 0.09
H 9.798 -3.907 -1.654 0.20 0.77 0.14
C -7.563 -0.379 9.874 -0.50 1.31 0.23
C -6.483 -0.803 8.887 -1.09 -3.19 1.05
O -6.298 -2.012 8.647 -0.07 1.84 0.03
N -5.720 0.158 8.389 0.13 1.99 -0.93
C -4.750 -0.066 7.354 0.73 -1.05 -0.07
H -7.250 -0.387 10.918 0.47 -0.30 -0.10
H -8.534 -0.873 9.870 0.47 -0.72 -0.54
H -7.847 0.660 9.705 0.17 0.30 -0.11
H -5.945 1.137 8.495 -0.40 -0.39 0.47
H -3.837 -0.405 7.842 0.33 0.11 -0.35
H -4.564 0.822 6.749 -0.10 0.04 0.30
H -5.061 -0.877 6.696 -0.13 0.04 0.02
N -1.748 -1.151 -7.447 -0.79 0.27 2.00
C -2.351 -1.976 -6.522 0.62 -0.68 -3.08
C -2.305 -3.365 -6.719 0.57 0.31 0.86
C -1.464 -3.956 -7.678 -0.80 2.31 -0.80
C -0.798 -3.050 -8.527 0.08 0.49 0.06
C -0.969 -1.633 -8.391 -0.76 -2.20 0.90
H -3.066 -1.539 -5.841 0.29 0.20 0.22
H -2.875 -4.000 -6.057 -0.14 -0.07 0.05
H -1.585 -5.008 -7.894 0.60 -0.10 0.11
H -0.166 -3.383 -9.337 0.01 -0.26 -0.05
H -0.574 -0.888 -9.066 0.33 -0.26 -0.24
N -0.446 -9.459 -1.280 0.74 -0.21 -0.11
C -0.136 -8.345 -0.609 -0.78 -0.53 0.18
C -0.937 -7.903 0.417 -0.95 0.21 -0.34
C -2.163 -8.555 0.659 1.52 0.84 1.00
C -2.447 -9.723 0.006 0.21 -0.91 -0.41
C -1.512 -10.176 -0.929 0.30 1.18 -0.51
H 0.740 -7.774 -0.882 0.20 -0.20 -0.25
H -0.687 -6.982 0.923 -0.03 -0.03 0.23
H -2.711 -8.142 1.493 -0.64 -0.22 -0.17
H -3.313 -10.337 0.204 -0.17 0.16 0.12
H -1.616 -11.061 -1.540 -0.40 -0.30 0.26
N 2.493 5.525 -6.388 -1.63 -1.50 -0.35
C 1.194 5.114 -6.288 0.32 0.71 0.47
C 0.088 5.935 -6.498 1.42 -1.67 0.81
C 0.352 7.223 -6.834 0.22 2.39 -2.24
C 1.648 7.716 -7.049 1.06 -2.88 0.72
C 2.692 6.738 -6.837 -1.10 2.37 0.56
H 0.965 4.113 -5.954 0.58 -0.30 0.01
H -0.883 5.505 -6.303 -0.20 0.30 -0.34
H -0.446 7.809 -7.265 -0.41 0.50 0.72
H 1.944 8.712 -7.343 -0.46 0.03 -0.13
H 3.724 7.051 -6.895 0.21 0.04 -0.25
N -7.580 -0.295 1.911 -0.11 -0.04 0.18
C -8.360 -1.381 1.649 2.09 1.55 -0.03
C -9.636 -1.464 2.037 -2.32 0.71 1.58
C -10.167 -0.374 2.766 -0.51 -0.86 -0.99
C -9.384 0.717 3.019 -1.49 0.86 0.80
C -8.101 0.749 2.614 2.19 -2.34 -1.47
H -7.974 -2.240 1.120 0.74 0.24 -0.19
H -10.168 -2.382 1.833 -0.39 0.14 0.05
H -11.207 -0.290 3.046 -0.11 -0.48 0.11
H -9.801 1.577 3.524 -0.09 0.02 0.18
H -7.409 1.531 2.886 0.00 0.20 -0.24
N 3.595 1.940 6.298 0.27 1.00 -0.06
C 3.440 0.720 5.789 -0.11 0.59 0.10
C 4.448 -0.247 5.733 0.63 0.84 1.12
C 5.704 0.151 6.271 -1.07 0.70 -0.79
C 5.874 1.472 6.718 0.04 -1.31 -0.75
C 4.786 2.337 6.696 1.15 -0.70 0.41
H 2.432 0.744 5.403 -0.12 -1.55 -0.32
H 4.271 -1.260 5.402 -0.01 0.09 -0.26
H 6.582 -0.473 6.199 -0.13 -0.33 0.17
H 6.887 1.758 6.959 -0.11 0.39 0.30
H 4.974 3.351 7.019 -0.54 0.27 0.06

***

(2)
126
Properties=species:S:1:pos:R:3:forces:R:3 method="wB97M-V/def2-TZVPD" energy_ha=-2409.71715 total_charge=0 smiles="COC[C@H](C)N.COC[C@H](C)N.COC[C@H](C)N.COC[C@H](C)N.COC[C@H](C)N.COC[C@H](C)N.NC(N)=O.NC(N)=O.NC(N)=O" homo_lumo_gap_ev=9.2 lumo_ev=0.42
C 9.995 -12.468 15.930 -1.63 0.48 -0.69
O 9.927 -13.645 15.162 -0.12 -0.06 0.19
C 10.765 -14.718 15.603 0.06 0.84 -0.06
C 10.388 -15.909 14.761 0.85 0.03 0.11
C 9.064 -16.416 15.193 -1.46 -0.20 0.65
N 11.423 -16.915 14.868 0.52 0.23 -0.81
H 9.347 -11.702 15.404 1.03 -0.66 0.33
H 11.009 -12.138 16.050 0.58 0.33 0.06
H 9.510 -12.567 16.904 0.21 -0.34 0.29
H 11.818 -14.410 15.480 -0.20 -0.29 0.03
H 10.570 -14.966 16.661 0.06 0.24 -0.11
H 10.326 -15.603 13.724 0.06 0.23 -0.27
H 8.732 -17.221 14.545 -0.34 0.08 -0.41
H 8.331 -15.590 15.253 0.09 -0.49 -0.25
H 9.106 -16.893 16.177 0.21 0.31 0.05
H 11.142 -17.721 14.321 0.26 -0.19 0.49
H 11.667 -17.105 15.831 -0.16 -0.54 0.08
C 2.817 -9.193 15.109 0.02 0.80 0.04
O 3.397 -8.863 16.343 0.49 -0.17 0.95
C 4.021 -9.943 17.002 0.35 -0.55 -0.93
C 5.486 -10.144 16.559 0.03 -0.34 0.63
C 6.109 -11.261 17.385 -0.41 -0.62 -0.80
N 6.292 -8.961 16.684 0.09 1.52 -0.72
H 2.494 -8.196 14.818 -0.51 -0.30 -0.76
H 1.968 -9.885 15.236 0.21 0.13 -0.15
H 3.557 -9.563 14.392 -0.16 -0.15 -0.01
H 4.007 -9.725 18.075 -0.19 -0.23 -0.09
H 3.483 -10.874 16.715 0.03 0.27 0.71
H 5.542 -10.366 15.484 -0.31 -0.21 0.37
H 5.659 -12.226 17.112 -0.16 0.18 0.34
H 5.988 -11.080 18.453 0.10 -0.04 0.02
H 7.152 -11.385 17.119 0.36 0.24 0.17
H 6.544 -8.637 17.594 0.21 -0.69 1.12
H 5.706 -8.188 16.403 -0.07 0.31 -0.69
C 6.481 -9.090 12.951 -0.53 0.74 0.67
O 5.595 -10.158 13.213 1.21 -1.70 -0.41
C 6.332 -11.437 13.087 -1.88 1.14 -0.50
C 5.259 -12.554 12.995 0.56 -1.38 0.02
C 4.570 -12.764 14.334 0.34 0.48 0.37
N 5.917 -13.880 12.618 -0.87 -0.01 0.14
H 7.341 -8.991 13.660 -0.70 -0.29 -0.35
H 5.813 -8.239 13.045 0.39 0.51 0.10
H 6.841 -9.099 11.930 0.26 -0.22 -0.36
H 6.965 -11.354 12.188 -0.16 -0.39 0.32
H 6.923 -11.490 13.993 0.46 -0.54 0.15
H 4.472 -12.322 12.251 0.75 0.22 0.15
H 5.188 -13.388 15.012 0.11 0.87 -0.08
H 3.672 -13.348 14.269 -0.72 -0.14 -0.45
H 4.324 -11.770 14.733 0.02 -0.54 0.34
H 5.883 -14.468 13.471 0.34 0.45 -0.71
H 5.303 -14.405 11.971 0.53 0.62 0.33
C 8.442 -22.963 17.733 0.97 0.34 0.20
O 8.212 -22.333 16.511 -1.29 0.98 -0.49
C 6.965 -21.576 16.544 0.97 0.17 0.54
C 6.528 -21.166 15.133 0.71 -0.23 0.72
C 7.597 -20.309 14.422 -1.08 -2.26 -0.80
N 5.294 -20.437 15.211 -0.39 0.30 -0.54
H 7.699 -23.696 17.939 -1.03 -0.54 0.39
H 8.505 -22.226 18.556 0.03 -0.35 -0.12
H 9.366 -23.536 17.644 0.22 0.30 0.07
H 6.177 -22.180 17.034 0.24 0.10 -0.27
H 7.094 -20.649 17.173 0.05 -0.67 -0.36
H 6.401 -22.130 14.638 -0.20 0.26 -0.54
H 8.474 -20.958 14.422 0.27 0.37 -0.43
H 7.808 -19.432 14.971 0.16 1.14 0.53
H 7.204 -20.102 13.398 0.64 0.04 0.76
H 5.416 -19.634 15.819 -0.56 -0.24 0.00
H 4.457 -20.989 15.366 0.30 0.31 0.35
C 11.289 -21.097 14.805 -0.69 0.11 0.74
O 12.534 -21.030 15.434 0.81 -0.11 0.69
C 13.483 -20.156 14.883 -0.63 1.47 -0.98
C 14.842 -20.224 15.525 -0.33 -0.31 1.53
C 14.925 -19.483 16.898 0.54 -2.57 -0.45
N 15.792 -19.585 14.669 1.08 0.32 -0.55
H 10.709 -21.843 15.349 0.09 -0.23 -0.15
H 11.382 -21.376 13.775 0.03 -0.18 -0.79
H 10.662 -20.194 14.889 0.52 0.28 -0.07
H 13.658 -20.342 13.817 -0.29 -0.43 -0.22
H 13.119 -19.103 14.894 0.03 -0.32 0.24
H 15.011 -21.303 15.687 0.27 0.11 0.09
H 14.735 -18.448 16.777 -0.22 1.01 0.06
H 15.917 -19.678 17.371 -0.60 0.39 -0.40
H 14.199 -19.992 17.523 -0.23 0.32 0.34
H 15.907 -19.962 13.728 -0.07 -0.11 0.50
H 16.689 -19.547 15.152 -0.14 -0.05 -0.47
C 12.765 -16.016 18.182 0.92 1.07 0.84
O 12.105 -17.153 17.757 -0.25 -0.59 -1.15
C 12.046 -18.230 18.668 0.44 1.77 1.15
C 11.263 -19.314 18.072 -1.39 -1.71 -1.05
C 9.758 -19.013 18.103 -0.32 0.12 -0.54
N 11.512 -20.525 18.890 0.47 -0.66 -0.72
H 12.690 -15.212 17.429 0.16 -0.66 0.11
H 13.838 -16.221 18.393 -0.47 0.17 -0.17
H 12.313 -15.598 19.103 0.08 -0.25 -0.07
H 13.033 -18.633 18.932 0.09 0.47 0.02
H 11.555 -17.791 19.564 0.30 -0.74 0.03
H 11.635 -19.474 17.008 -0.59 0.32 1.06
H 9.355 -19.034 19.114 0.30 -0.19 0.34
H 9.162 -19.755 17.529 0.44 0.49 0.06
H 9.545 -17.988 17.754 0.16 -0.55 -0.17
H 10.900 -21.318 18.616 0.44 0.94 0.08
H 12.462 -20.830 18.619 -0.60 -0.07 0.44
N 12.713 -9.926 16.751 -0.82 1.25 0.88
C 13.839 -10.507 17.228 1.13 -0.24 1.71
N 14.432 -10.194 18.440 -1.52 0.46 -1.28
O 14.396 -11.339 16.592 1.41 -2.26 -2.36
H 12.426 -10.285 15.862 0.00 -0.21 -0.15
H 11.970 -9.712 17.393 -0.05 0.24 0.01
H 15.194 -10.732 18.755 0.61 -0.66 -0.08
H 14.061 -9.538 19.045 -0.73 1.39 1.24
N 9.170 -13.651 12.240 -0.49 0.19 -4.03
C 9.843 -13.406 11.013 -0.48 -0.31 -0.19
N 9.077 -13.246 9.859 -0.98 -0.66 1.64
O 11.055 -13.371 10.893 -0.07 0.29 0.82
H 8.133 -13.719 12.251 1.21 0.23 0.56
H 9.794 -13.507 12.982 0.18 -0.05 1.66
H 9.433 -12.811 9.051 0.85 0.24 -0.55
H 8.089 -13.374 9.879 -0.41 0.08 0.16
N 15.197 -16.669 14.757 -0.40 -1.26 -1.29
C 15.587 -15.763 15.631 -1.13 1.96 -0.02
N 14.921 -14.535 15.506 0.53 -0.20 0.96
O 16.413 -15.975 16.481 1.12 -0.16 1.19
H 15.654 -17.549 14.896 -0.21 -0.65 -0.40
H 14.269 -16.675 14.356 0.08 0.18 0.08
H 14.839 -14.194 14.571 -0.18 0.15 -0.48
H 15.373 -13.871 16.117 -0.21 0.34 -0.07

***

(3)
21
Properties=species:S:1:pos:R:3:forces:R:3 method="wB97M-V/def2-TZVPD" energy_ha=-781.84706 total_charge=-1 homo_lumo_gap_ev="6.9 / 6.9" lumo_ev="3.59 / 3.59"
C -1.226 -1.145 0.418 -2.18 -2.53 0.30
C -2.526 2.289 -0.043 -0.59 -0.69 2.74
C 1.930 -2.312 -0.613 -0.01 1.35 -0.31
C -1.576 1.269 -0.627 -2.35 -1.21 -1.31
C 2.251 -1.320 0.511 -2.54 0.52 -0.50
C -1.182 0.236 0.418 2.35 1.80 1.12
N -1.513 -2.293 0.566 1.36 2.17 -0.58
O 1.816 1.157 -1.075 -0.27 -0.37 -0.39
O 2.341 1.276 1.451 -0.44 -0.08 0.45
P 1.814 0.568 0.272 0.37 -1.46 0.00
H -2.215 2.579 1.004 -0.19 -0.14 -0.98
H -3.534 1.855 0.069 0.27 0.09 0.08
H -2.641 3.178 -0.591 0.08 1.19 -1.00
H 2.415 -3.251 -0.560 0.68 -1.17 0.99
H 0.870 -2.519 -0.652 -0.26 0.24 -0.41
H 2.365 -1.950 -1.531 -0.50 0.47 -0.72
H -2.240 0.858 -1.493 1.48 -0.04 1.18
H -0.812 1.827 -1.119 1.23 -0.04 -0.22
H 3.264 -1.417 0.807 0.94 0.39 0.61
H 1.534 -1.539 1.319 0.71 0.02 0.18
H -1.134 0.653 1.469 -0.13 -0.50 -1.25